The following is a DFT calculation (the ωB97M-V functional and the def2-TZVPD basis) of the ion C3H6N3O2Si with charge +1 at a distorted geometry.

```
15
C3H6N3O2Si | OMol25 | the ωB97M-V functional and the def2-TZVPD basis
C 0.659 -1.206 0.129
C -2.727 0.154 -0.098
C 0.383 1.213 -0.361
N 1.830 -0.868 0.477
N -1.511 -0.283 0.084
N -0.309 -0.077 -0.127
O -3.747 0.362 0.547
O 0.088 -2.385 -0.034
Si 2.170 0.824 0.460
H -2.728 -0.002 -1.157
H 0.213 1.338 -1.485
H -0.142 2.018 0.145
H 0.512 -3.206 0.299
H 3.087 0.941 -0.668
H 2.222 1.178 1.790
```

Calculated values
2S+1   3
Total charge   +1
Energy above the lowest of the compared OMol25 structures with the same formula, charge and spin   264.9 kJ/mol
Total energy   -721.683429 a.u.
Expectation value of S²   2.036
M   144.186 g/mol